{"formula": "C32H53B2N9O2S3Zr", "method": "ωB97M-V with the def2-TZVPD basis set", "symbols": ["Zr", "C", "N", "C", "C", "N", "B", "N", "C", "C", "N", "C", "C", "S", "C", "S", "H", "H", "H", "H", "H", "H", "H", "H", "H", "H", "H", "H", "N", "C", "C", "N", "H", "H", "H", "H", "H", "H", "H", "H", "C", "C", "C", "C", "C", "C", "C", "C", "C", "C", "C", "C", "N", "H", "H", "H", "H", "H", "H", "H", "H", "H", "H", "H", "H", "H", "H", "H", "H", "H", "C", "C", "C", "O", "B", "O", "C", "C", "C", "H", "H", "H", "H", "H", "H", "H", "H", "H", "H", "H", "H", "S", "C", "N", "C", "C", "C", "N", "H", "H", "H", "H"], "xyz": [[-0.7030, -0.4465, 17.8062], [-4.4477, 1.4768, 16.4907], [-4.3581, 0.5126, 17.5834], [-5.1247, 0.5014, 18.7788], [-4.6362, -0.4839, 19.5638], [-3.4723, -0.9932, 18.9565], [-2.5483, -2.1478, 19.4013], [-2.1535, -2.1267, 20.8997], [-2.7086, -2.6794, 22.0960], [-1.9411, -2.3538, 23.1457], [-0.8760, -1.5829, 22.6555], [0.2856, -1.1959, 23.4543], [-0.9307, -1.6011, 21.2616], [0.3937, -1.1989, 20.3516], [-3.4038, -0.4664, 17.6984], [-2.7650, -1.2586, 16.2597], [-4.2831, 0.9268, 15.5084], [-3.7761, 2.2995, 16.5423], [-5.4101, 2.0219, 16.5390], [-5.9512, 1.2271, 18.9210], [-5.0639, -0.8968, 20.4912], [-3.0314, -3.1628, 19.1207], [-1.4664, -2.0960, 18.8252], [-3.6380, -3.2234, 21.9415], [-2.0273, -2.5523, 24.2047], [0.6514, -2.0689, 23.9493], [-0.0165, -0.4413, 24.2098], [1.0511, -0.7322, 22.8113], [-0.3164, 1.1049, 16.3131], [0.1790, 2.5037, 16.7673], [0.4888, 2.4443, 18.3242], [-0.4193, 1.4910, 19.0572], [0.4579, 0.6326, 15.7739], [-1.1170, 1.2543, 15.6344], [-0.5691, 3.2340, 16.3825], [1.0842, 2.7223, 16.1738], [0.3933, 3.4205, 18.7845], [1.5228, 2.1255, 18.4320], [-1.2574, 1.9734, 19.3560], [-0.0162, 1.3010, 20.0093], [2.7885, -1.3930, 13.2254], [1.7775, -1.8167, 14.2745], [1.1853, -3.2012, 14.0659], [2.5053, -1.9055, 15.6761], [3.8942, -1.8711, 15.8233], [4.4665, -2.4791, 16.9216], [3.7429, -3.1645, 17.8963], [2.3780, -3.1218, 17.9079], [1.5994, -4.2509, 18.5870], [1.9102, -5.5105, 17.7551], [1.9291, -4.5587, 20.0729], [1.7486, -2.2243, 16.9090], [0.7098, -1.5147, 17.1950], [2.3241, -1.3346, 12.2333], [3.5473, -2.2360, 13.1881], [3.2497, -0.3862, 13.4076], [0.9021, -1.1640, 14.3518], [1.9445, -3.9853, 14.0114], [0.6523, -3.2494, 13.1208], [0.4556, -3.4821, 14.8558], [4.4636, -1.5522, 14.9689], [5.5531, -2.5885, 17.0184], [4.2731, -3.7486, 18.6161], [0.5137, -4.0021, 18.4466], [2.7536, -6.0328, 18.2789], [2.1863, -5.2950, 16.7169], [1.0717, -6.2500, 17.8322], [2.9449, -4.9995, 20.1974], [1.2369, -5.3791, 20.4078], [1.8996, -3.6806, 20.7569], [1.5877, 5.6643, 23.4797], [0.4021, 4.8074, 22.9908], [-0.4738, 4.3201, 24.1295], [1.0135, 3.5396, 22.4881], [0.4196, 3.2081, 21.3130], [-0.4363, 4.0705, 20.7780], [-0.4610, 5.2819, 21.7237], [0.1738, 6.4402, 20.9543], [-1.9749, 5.4102, 22.0166], [2.2764, 4.9665, 24.0203], [1.1959, 6.4441, 24.1407], [2.2272, 6.1102, 22.7055], [0.0839, 3.9060, 24.9643], [-1.0240, 3.3881, 23.7202], [-1.1614, 5.0831, 24.5468], [1.2441, 6.3748, 20.6767], [0.0357, 7.3763, 21.5521], [-0.4705, 6.5149, 20.0379], [-2.4245, 4.4131, 22.2545], [-2.5545, 5.7363, 21.1353], [-2.2531, 6.1572, 22.8269], [2.9866, -0.2983, 24.9106], [4.4102, 0.5565, 25.2653], [4.3924, 1.8717, 24.9796], [5.3037, 2.7857, 25.4658], [6.4615, 2.2845, 25.9819], [6.5253, 0.8921, 26.1135], [5.5359, 0.0318, 25.7790], [3.5270, 2.2149, 24.5479], [5.1009, 3.8158, 25.2304], [7.3275, 2.9073, 26.2539], [7.4532, 0.4328, 26.4446]], "forces_ev_per_a": [[1.240, -3.050, 1.795], [-1.232, -0.883, -1.176], [0.032, 0.201, 1.750], [-0.146, 0.756, -1.324], [0.792, -0.096, 0.350], [-1.306, 0.780, -0.887], [0.507, -0.647, 0.906], [1.434, 0.407, 1.156], [-0.822, 0.297, -1.999], [0.457, 0.685, -0.222], [-0.375, -0.992, -1.312], [-0.518, 1.143, -0.163], [-1.238, 0.021, 2.331], [0.388, 0.569, -1.368], [-1.583, -0.245, -0.413], [0.856, 0.770, 1.123], [-0.475, 0.776, 1.268], [1.278, 0.317, 0.417], [0.119, -0.913, -0.189], [0.759, -0.858, -0.110], [0.734, 0.491, -0.524], [-0.566, -0.959, -0.277], [-0.417, -0.125, -0.197], [0.312, 0.104, 0.633], [-0.110, -0.036, -0.233], [0.529, -0.499, 0.315], [0.135, -0.444, -0.458], [-0.428, -0.336, 0.285], [0.431, 2.030, -2.603], [-0.291, -0.989, 0.055], [-0.832, 0.075, -1.038], [0.410, -0.094, -1.396], [-1.126, 0.602, 0.557], [1.331, -0.468, 0.921], [0.296, -0.400, 0.929], [-0.204, -0.038, 0.574], [0.181, 0.165, -0.082], [-0.097, -0.195, 0.232], [-0.234, 0.435, -0.151], [0.572, 0.740, -0.028], [0.307, -0.471, -0.584], [0.570, 0.320, 2.436], [-0.447, -0.624, -0.262], [-0.687, -0.079, 1.079], [-1.301, -1.042, -0.614], [1.715, -0.296, 0.909], [0.146, 0.641, -0.964], [-1.024, 0.513, -1.145], [-0.623, 0.895, -0.069], [-0.037, -1.318, 1.042], [-0.070, -0.321, 0.239], [4.321, -1.420, -0.585], [-4.316, 1.676, 0.346], [0.019, -0.107, 0.113], [-0.509, 1.305, -0.139], [-0.223, -1.078, 0.078], [0.199, 0.411, -0.152], [0.139, 0.111, 0.199], [-0.210, 0.062, -0.304], [0.551, 0.328, -0.341], [0.493, 0.082, 0.102], [-0.301, 0.424, -0.289], [0.265, -0.384, 0.356], [0.780, -0.195, 0.468], [-0.356, 0.411, -0.810], [-0.251, -0.141, 0.258], [0.496, 0.624, -0.358], [-0.495, 0.356, -0.361], [0.455, 0.897, -0.045], [-0.354, -0.602, -0.578], [-0.118, -0.471, 0.052], [0.305, -0.891, -1.027], [-1.286, -1.192, -0.163], [-0.068, 1.549, 0.666], [1.648, -4.039, -0.544], [-0.890, 2.921, 0.813], [0.268, -0.766, 0.391], [-1.405, 0.796, -0.104], [-0.716, 0.668, 0.397], [-0.757, 0.613, -0.076], [0.371, 0.023, 0.073], [-0.545, -0.082, -0.028], [0.501, 0.162, 0.021], [0.426, 1.748, 0.738], [0.214, -0.429, -0.336], [-0.721, -0.450, 0.256], [0.127, -0.496, -0.516], [0.852, 0.262, 0.553], [0.662, 0.886, 0.101], [0.574, 0.018, 0.021], [0.525, -0.894, -0.761], [1.048, 0.210, 0.371], [-1.716, -1.578, -0.484], [0.072, 3.020, 0.601], [-0.162, -1.470, -1.373], [0.323, 0.824, 0.471], [-1.278, -1.800, -0.915], [2.248, 1.177, 0.980], [0.384, -0.258, 0.161], [-0.012, 0.178, 0.123], [-0.752, -0.275, -0.052], [-0.170, -0.037, 0.119]], "lowdin_charge": [1.237, -0.040, -0.121, -0.020, -0.018, -0.001, -0.530, 0.009, -0.054, -0.053, -0.116, -0.113, -0.677, 0.747, -0.766, 0.625, 0.087, 0.067, 0.099, 0.137, 0.141, 0.085, -0.006, 0.118, 0.123, 0.070, 0.091, 0.027, -0.152, -0.154, -0.216, -0.150, 0.090, 0.096, 0.109, 0.110, 0.074, 0.112, 0.077, -0.028, -0.099, -0.390, -0.080, -0.127, -0.079, -0.108, -0.076, -0.161, -0.381, -0.077, -0.089, -0.316, -0.196, 0.071, 0.102, 0.093, 0.105, 0.085, 0.069, 0.088, 0.083, 0.096, 0.105, 0.127, 0.082, 0.076, 0.084, 0.071, 0.087, 0.051, -0.022, -0.452, -0.047, 0.003, -0.619, 0.012, -0.406, -0.035, -0.047, 0.084, 0.084, 0.075, 0.078, 0.121, 0.084, 0.091, 0.095, 0.094, 0.093, 0.077, 0.096, 0.606, -0.885, 0.045, -0.033, -0.067, -0.096, 0.078, 0.135, 0.126, 0.113, 0.111], "lumo_ev": -0.5, "total_charge": 0, "homo_energy_ev": -4.3, "largest_force_ha_per_bohr": 0.0903}